(1)
Here is 2 unconnected molecules or ions with the total composition C5H13N3O from OMol25. Energies are from the ωB97M-V functional and the def2-TZVPD basis.

Last column: Mulliken charge in e.
CARTESIAN COORDINATES (ANGSTROEM)
C (1.443, -1.248, -0.026)  0.15
C (-0.905, -0.156, 1.724)  -1.18
C (1.453, -1.362, -1.514)  -1.14
C (-0.460, 2.518, -0.051)  -1.18
N (-0.512, 0.005, 0.330)  0.57
C (0.344, 1.238, 0.085)  0.65
N (-1.607, -0.273, -0.532)  -0.85
O (0.845, -2.263, 0.645)  -0.52
N (1.562, 1.060, 0.005)  -0.91
H (0.000, -2.468, 0.212)  0.39
H (2.367, -0.990, 0.464)  0.53
H (-1.448, 0.119, -1.454)  0.25
H (-2.485, 0.142, -0.207)  0.22
H (-1.223, -1.188, 1.887)  0.35
H (-1.724, 0.521, 2.002)  0.37
H (-0.042, 0.045, 2.357)  0.38
H (0.440, -1.462, -1.914)  0.26
H (2.001, -2.271, -1.793)  0.35
H (1.938, -0.499, -1.959)  0.36
H (0.222, 3.364, -0.105)  0.41
H (-1.075, 2.507, -0.957)  0.24
H (-1.133, 2.660, 0.801)  0.29

Properties
highest occupied orbital energy (spin up / spin down): -0.2702 / -0.2704 hartree
HOMO-LUMO gap (spin up / spin down): 8.16 / 8.16 eV
calculated total energy: -437.64854 Eh
lowest unoccupied orbital energy (spin up / spin down): 0.8033 / 0.8048 eV
energy relative to the best compared isomer or geometry (same formula, charge and spin): 129.0 kcal per mole


(2)
Here is 2 unconnected molecules or ions with the total composition C18H12F2NO2S from OMol25. Energies are from the ωB97M-V functional and the def2-TZVPD basis.

Last column: Mulliken charge in e.
CARTESIAN COORDINATES (ANGSTROEM)
F (7.197, 0.257, 3.062)  -0.26
C (5.981, 0.160, 2.412)  0.43
F (6.037, -0.851, 1.528)  -0.22
S (4.755, -0.019, 3.701)  -0.11
N (3.482, -0.293, 2.554)  0.11
C (2.767, -1.502, 2.802)  -0.04
O (3.202, -2.500, 3.348)  -0.60
C (1.375, -1.154, 2.502)  0.53
C (1.294, 0.249, 2.384)  0.93
C (0.275, 0.898, 3.090)  -0.67
C (-0.404, 0.205, 4.099)  -0.36
C (-0.486, -1.185, 4.010)  -0.20
C (0.357, -1.887, 3.131)  -0.85
C (2.669, 0.835, 2.306)  -0.18
O (3.092, 1.972, 2.153)  -0.61
H (5.764, 1.091, 1.888)  0.12
H (0.007, 1.916, 2.805)  0.64
H (-0.975, 0.766, 4.822)  0.35
H (-1.260, -1.685, 4.578)  0.34
H (0.334, -2.958, 2.948)  0.47
C (-1.896, 0.239, 1.618)  -1.10
C (-2.261, 1.577, 1.973)  -0.79
C (-3.439, 1.518, 2.751)  -1.30
C (-3.943, 0.180, 2.725)  0.87
C (-2.974, -0.635, 2.008)  0.31
C (-3.169, -2.013, 1.986)  -0.38
C (-4.282, -2.560, 2.628)  -0.58
C (-5.248, -1.759, 3.264)  -0.40
C (-5.084, -0.376, 3.344)  -0.60
H (-1.032, -0.110, 1.053)  0.74
H (-1.741, 2.499, 1.758)  0.68
H (-3.928, 2.317, 3.333)  0.31
H (-2.489, -2.610, 1.381)  0.38
H (-4.407, -3.635, 2.621)  0.35
H (-6.130, -2.224, 3.703)  0.34
H (-5.738, 0.269, 3.942)  0.33

Properties
highest occupied orbital energy: -0.1028 hartree
HOMO-LUMO gap: 4.67 eV
calculated total energy: -1496.24375 Eh
lowest unoccupied orbital energy: 1.8746 eV
energy relative to the best compared isomer or geometry (same formula, charge and spin): 9.1 kcal per mole
net charge: -1


(3)
Here is 2 unconnected molecules or ions with the total composition C4H12NO2S2 from OMol25. Energies are from the ωB97M-V functional and the def2-TZVPD basis.

Last column: Mulliken charge in e.
CARTESIAN COORDINATES (ANGSTROEM)
C (1.215, -2.577, 1.253)  -0.61
C (-0.990, -0.036, 1.435)  -0.81
C (-1.109, 1.154, -2.354)  -0.84
C (0.220, 0.961, -0.273)  0.83
N (0.049, 1.320, -1.556)  -0.13
O (1.339, -1.498, 2.073)  -0.40
O (-0.759, 0.146, 0.096)  -0.25
S (-1.981, 2.892, -2.464)  -0.14
S (1.662, 1.578, 0.371)  -0.10
H (1.023, -2.179, 0.238)  0.20
H (0.437, -3.265, 1.564)  0.29
H (2.229, -3.099, 1.147)  0.31
H (-1.459, 0.924, 1.805)  0.31
H (-0.120, -0.077, 1.979)  0.40
H (-1.677, -0.939, 1.641)  0.23
H (-0.861, 0.652, -3.331)  0.43
H (-1.756, 0.459, -1.941)  0.36
H (1.635, -1.858, 2.856)  0.26
H (0.778, 1.761, -2.147)  0.28
H (-1.504, 3.036, -3.749)  0.18
H (1.631, 0.643, 1.355)  0.19

Properties
highest occupied orbital energy: -0.4782 hartree
HOMO-LUMO gap: 9.01 eV
calculated total energy: -1160.88594 Eh
lowest unoccupied orbital energy: -4.0028 eV
energy relative to the best compared isomer or geometry (same formula, charge and spin): 50.0 kcal per mole
net charge: +1


(4)
Here is a single C5H9NO molecule from OMol25. Energies are from the ωB97M-V functional and the def2-TZVPD basis.

Last column: Mulliken charge in e.
CARTESIAN COORDINATES (ANGSTROEM)
C (0.754, -1.447, 0.948)  -1.31
C (-0.462, -1.196, 0.089)  0.19
N (-1.506, -0.275, 0.592)  -0.28
C (-0.708, 0.072, -0.637)  -0.18
C (0.033, 1.287, -0.088)  -0.65
C (1.126, 1.841, -0.908)  -0.38
O (-0.149, 2.450, -0.933)  -0.44
H (1.524, -1.937, 0.342)  0.30
H (0.507, -2.108, 1.786)  0.34
H (1.156, -0.507, 1.328)  0.37
H (-0.904, -2.088, -0.352)  0.40
H (-2.487, -0.541, 0.578)  0.25
H (-1.244, 0.049, -1.585)  0.44
H (-0.990, 0.609, 1.113)  0.48
H (1.917, 2.417, -0.423)  0.24
H (1.434, 1.375, -1.851)  0.23

Properties
highest occupied orbital energy: -0.2609 hartree
HOMO-LUMO gap: 7.78 eV
calculated total energy: -325.71727 Eh
lowest unoccupied orbital energy: 0.6773 eV
energy relative to the best compared isomer or geometry (same formula, charge and spin): 138.2 kcal per mole


(5)
Here is a molecular structure, C2H4BrP from OMol25. Energies are from the ωB97M-V functional and the def2-TZVPD basis.

Last column: Mulliken charge in e.
CARTESIAN COORDINATES (ANGSTROEM)
C (1.249, -0.697, 0.230)  -0.45
C (0.658, 0.498, 0.318)  -0.35
P (-1.066, 0.878, -0.287)  0.12
Br (-3.947, 0.271, 0.075)  -0.31
H (0.858, -1.459, -0.353)  0.29
H (2.295, -0.749, 0.610)  0.22
H (0.980, 1.312, 0.761)  0.41
H (-1.027, -0.054, -1.355)  0.07

Properties
highest occupied orbital energy (spin up / spin down): -0.3514 / -0.3336 hartree
HOMO-LUMO gap (spin up / spin down): 7.36 / 6.33 eV
calculated total energy: -2993.85461 Eh
lowest unoccupied orbital energy (spin up / spin down): -2.1980 / -2.7429 eV
energy relative to the best compared isomer or geometry (same formula, charge and spin): 62.7 kcal per mole


(6)
Here is 10 unconnected molecules or ions with the total composition C14H48N2O10 from OMol25. Energies are from the ωB97M-V functional and the def2-TZVPD basis.

Last column: Mulliken charge in e.
CARTESIAN COORDINATES (ANGSTROEM)
C (-0.984, -1.706, 1.104)  -1.66
C (-0.711, -0.569, 0.038)  -0.03
O (0.196, 0.341, 0.495)  2.06
H (-0.085, -2.133, 1.414)  0.28
H (-1.606, -2.545, 0.802)  0.43
H (-1.496, -1.225, 2.003)  0.27
H (-1.615, -0.139, -0.311)  0.16
H (-0.325, -1.162, -0.795)  0.23
H (-0.187, 1.014, 1.080)  -1.15
C (2.159, -5.432, 1.038)  -1.48
C (2.546, -3.969, 0.968)  0.32
O (1.893, -3.449, -0.184)  -0.57
H (1.024, -5.433, 0.932)  0.29
H (2.468, -5.877, 1.965)  0.40
H (2.640, -6.032, 0.251)  0.34
H (3.596, -3.942, 0.971)  0.36
H (2.025, -3.526, 1.854)  0.03
H (1.999, -2.481, -0.260)  0.27
C (3.155, 2.310, -1.495)  -1.61
C (2.133, 2.784, -0.568)  1.01
O (2.307, 2.415, 0.772)  -0.59
H (4.030, 2.938, -1.552)  0.38
H (2.796, 2.342, -2.453)  0.49
H (3.401, 1.288, -1.408)  0.23
H (1.167, 2.341, -0.904)  -0.46
H (1.919, 3.862, -0.543)  0.21
H (1.454, 2.462, 1.193)  0.22
C (-4.239, -2.393, -2.620)  -1.38
C (-2.868, -2.008, -2.956)  0.99
O (-2.796, -1.281, -4.180)  -0.57
H (-4.628, -2.923, -3.484)  0.36
H (-4.853, -1.510, -2.407)  0.30
H (-4.383, -3.023, -1.723)  0.32
H (-2.285, -2.924, -3.111)  0.32
H (-2.376, -1.441, -2.200)  -0.56
H (-1.814, -1.436, -4.481)  0.34
C (3.828, -1.284, 1.202)  0.53
O (5.045, -1.847, 0.846)  -0.82
N (2.960, -0.808, 0.396)  0.17
N (3.555, -1.098, 2.432)  -0.18
H (3.053, -0.743, -0.631)  0.30
H (2.206, -0.214, 0.758)  -0.53
H (4.162, -1.480, 3.100)  0.22
H (2.632, -0.809, 2.780)  0.40
C (1.251, 0.393, 4.390)  -0.72
O (1.164, -0.396, 3.219)  -0.60
H (2.242, 0.721, 4.663)  0.36
H (0.740, -0.093, 5.253)  0.31
H (0.709, 1.325, 4.232)  0.10
H (0.260, -0.597, 3.057)  0.15
C (-4.303, 0.768, -0.601)  -0.82
O (-3.492, 1.649, 0.093)  -0.36
H (-4.116, -0.326, -0.544)  0.18
H (-4.392, 1.057, -1.622)  0.41
H (-5.374, 0.868, -0.269)  0.35
H (-3.575, 2.528, -0.222)  0.23
C (-1.318, 2.356, 2.339)  -1.11
O (0.039, 2.746, 2.067)  -0.55
H (-1.498, 1.479, 1.790)  0.46
H (-2.117, 3.035, 2.095)  0.44
H (-1.344, 2.045, 3.439)  0.23
H (0.070, 3.704, 1.916)  0.31
C (-0.153, 0.712, -2.929)  0.23
O (-0.532, 1.078, -4.283)  -0.59
H (-0.540, -0.286, -2.615)  -0.36
H (-0.470, 1.470, -2.225)  -0.11
H (0.871, 0.549, -2.837)  0.32
H (-0.284, 2.072, -4.383)  0.35
C (-1.419, 3.819, -0.875)  -0.71
O (-0.466, 4.074, -1.800)  -0.51
H (-1.096, 2.941, -0.317)  0.15
H (-2.273, 3.525, -1.441)  0.27
H (-1.631, 4.668, -0.305)  0.62
H (-0.021, 4.832, -1.441)  0.33

Properties
highest occupied orbital energy: -0.3033 hartree
HOMO-LUMO gap: 8.06 eV
calculated total energy: -1423.88244 Eh
lowest unoccupied orbital energy: -0.1936 eV
energy relative to the best compared isomer or geometry (same formula, charge and spin): 54.1 kcal per mole
structure (SMILES): NC(N)=O.CCO.CCO.CCO.CCO.CO.CO.CO.CO.CO